{
  "formula": "C62H76ClCsN12O4S3",
  "method": "ωB97M-V/def2-TZVPD",
  "elements": ["Cs", "C", "C", "C", "C", "C", "C", "C", "N", "C", "C", "C", "C", "C", "C", "O", "C", "C", "C", "C", "C", "C", "C", "C", "C", "O", "C", "C", "C", "C", "C", "C", "H", "H", "H", "H", "H", "H", "H", "H", "H", "H", "H", "H", "H", "H", "H", "H", "H", "H", "H", "H", "H", "H", "H", "H", "H", "H", "H", "H", "H", "H", "H", "H", "H", "H", "H", "H", "H", "H", "H", "H", "N", "C", "S", "N", "N", "C", "C", "C", "C", "C", "C", "C", "C", "C", "C", "C", "C", "N", "H", "H", "H", "H", "H", "H", "H", "H", "H", "H", "H", "S", "C", "C", "C", "C", "N", "C", "C", "C", "S", "C", "N", "H", "H", "C", "O", "C", "O", "N", "N", "H", "H", "H", "H", "H", "H", "Cl", "C", "C", "C", "C", "N", "C", "H", "H", "H", "H", "C", "C", "N", "C", "C", "N", "C", "C", "H", "H", "H", "H", "H", "H", "H", "H", "H", "H", "H", "H", "H"],
  "coordinates": [[-0.227, 0.940, -0.312], [5.822, -1.195, -5.405], [5.125, -2.192, -4.469], [4.744, -3.450, -5.265], [6.120, -2.595, -3.380], [3.860, -1.573, -3.882], [3.632, -1.452, -2.547], [2.448, -0.832, -2.048], [2.252, -0.573, -0.747], [2.825, -1.248, 0.238], [3.118, -2.648, 0.157], [3.565, -3.328, 1.238], [3.864, -2.573, 2.426], [3.676, -1.239, 2.591], [3.040, -0.495, 1.492], [2.732, 0.698, 1.551], [4.015, -0.596, 3.945], [5.389, -1.093, 4.425], [4.092, 0.936, 3.917], [2.940, -1.003, 4.964], [3.739, -4.841, 1.271], [5.216, -5.183, 1.514], [2.889, -5.432, 2.406], [3.302, -5.495, -0.039], [1.414, -0.361, -2.966], [0.316, 0.039, -2.515], [1.705, -0.460, -4.388], [2.859, -1.075, -4.774], [0.660, 0.016, -5.396], [1.198, 0.020, -6.829], [-0.544, -0.934, -5.323], [0.188, 1.444, -5.084], [6.721, -1.643, -5.836], [6.112, -0.297, -4.858], [5.173, -0.890, -6.226], [5.640, -3.968, -5.615], [4.136, -3.200, -6.136], [4.169, -4.136, -4.641], [7.019, -3.009, -3.843], [5.702, -3.355, -2.717], [6.416, -1.739, -2.774], [4.380, -1.734, -1.820], [2.851, -3.152, -0.761], [4.258, -3.130, 3.268], [6.165, -0.828, 3.705], [5.423, -2.171, 4.579], [5.630, -0.618, 5.378], [4.753, 1.294, 3.127], [4.490, 1.273, 4.878], [3.124, 1.402, 3.770], [2.841, -2.089, 5.020], [1.968, -0.592, 4.689], [3.199, -0.628, 5.957], [5.588, -4.721, 2.429], [5.832, -4.827, 0.686], [5.348, -6.265, 1.604], [3.187, -5.043, 3.380], [2.995, -6.519, 2.431], [1.835, -5.190, 2.259], [3.900, -5.145, -0.882], [2.253, -5.289, -0.254], [3.426, -6.578, 0.035], [3.055, -1.174, -5.833], [1.419, -0.986, -7.194], [2.102, 0.627, -6.914], [0.441, 0.446, -7.490], [-0.245, -1.955, -5.574], [-1.325, -0.618, -6.019], [-0.963, -0.936, -4.318], [1.020, 2.149, -5.138], [-0.258, 1.507, -4.096], [-0.559, 1.743, -5.823], [-3.117, 3.427, -1.236], [-4.451, 3.162, -1.328], [-5.573, 4.347, -0.846], [-4.843, 1.974, -1.797], [-3.926, 1.000, -1.772], [-4.179, -0.002, -2.562], [-5.280, 0.071, -3.566], [-6.487, -0.590, -3.367], [-7.500, -0.523, -4.313], [-7.315, 0.211, -5.475], [-6.117, 0.883, -5.679], [-5.110, 0.815, -4.729], [-3.354, -1.212, -2.518], [-3.498, -2.165, -3.542], [-2.673, -3.268, -3.575], [-1.720, -3.422, -2.582], [-1.681, -2.469, -1.576], [-2.475, -1.406, -1.515], [-2.849, 4.209, -0.658], [-2.502, 2.629, -1.256], [-6.633, -1.155, -2.453], [-8.439, -1.034, -4.138], [-8.103, 0.265, -6.216], [-5.972, 1.471, -6.577], [-4.180, 1.351, -4.876], [-4.232, -2.005, -4.320], [-2.761, -3.992, -4.376], [-1.025, -4.252, -2.580], [-0.971, -2.577, -0.759], [0.460, 4.972, 1.601], [0.196, 6.458, 2.473], [0.637, 7.634, 1.844], [0.519, 8.899, 2.399], [1.011, 10.040, 1.684], [1.413, 10.947, 1.100], [-0.074, 9.031, 3.662], [-0.520, 7.886, 4.306], [-0.414, 6.598, 3.767], [-1.018, 5.283, 4.732], [-0.222, 10.308, 4.294], [-0.349, 11.324, 4.821], [1.098, 7.535, 0.870], [-0.975, 7.983, 5.283], [1.111, 2.820, 6.783], [0.237, 1.750, 6.422], [0.073, 1.409, 5.119], [-0.530, 0.376, 4.877], [0.667, 2.213, 4.214], [0.504, 1.923, 2.832], [1.171, 2.786, 7.869], [0.713, 3.784, 6.463], [2.104, 2.663, 6.355], [0.718, 3.210, 4.416], [1.354, 1.457, 2.531], [0.509, 2.848, 2.366], [-1.373, -5.194, 1.305], [-2.822, -4.297, 0.966], [-3.607, -4.620, -0.126], [-4.718, -3.835, -0.380], [-5.001, -2.783, 0.479], [-4.256, -2.489, 1.540], [-3.171, -3.225, 1.769], [-3.337, -5.444, -0.772], [-5.341, -4.021, -1.244], [-5.856, -2.141, 0.301], [-2.553, -2.941, 2.613], [-5.187, 1.593, 2.659], [-4.264, 1.703, 1.421], [-2.870, 1.619, 1.821], [-2.536, 2.746, 2.682], [-3.424, 2.739, 3.941], [-4.299, 1.511, 3.861], [-3.469, 0.262, 3.784], [-2.617, 0.360, 2.500], [-5.801, 0.691, 2.654], [-5.826, 2.468, 2.771], [-4.445, 2.660, 0.937], [-4.487, 0.912, 0.708], [-2.652, 3.676, 2.132], [-1.500, 2.672, 2.971], [-4.083, 3.603, 4.003], [-2.844, 2.670, 4.859], [-4.871, 1.471, 4.701], [-4.159, -0.583, 3.764], [-2.837, 0.229, 4.671], [-2.853, -0.457, 1.820], [-1.567, 0.324, 2.795]],
  "atomic_forces_ev_per_a": [[-1.033, 1.264, 2.350], [0.019, -0.008, 0.049], [0.006, 0.024, -0.003], [0.024, 0.012, 0.014], [-0.034, -0.007, -0.028], [-0.005, -0.007, -0.008], [-0.095, 0.063, -0.022], [-0.124, -0.326, -0.188], [0.409, 0.007, -0.062], [0.033, 0.051, -0.197], [0.103, -0.053, 0.070], [-0.024, 0.036, -0.070], [0.067, 0.035, -0.060], [-0.099, 0.031, 0.075], [-0.153, -0.111, -0.089], [0.062, -0.133, -0.082], [-0.006, 0.021, -0.011], [-0.027, -0.010, 0.004], [0.049, 0.015, 0.013], [-0.004, 0.007, -0.060], [0.007, -0.034, 0.035], [-0.019, 0.020, 0.001], [-0.005, 0.002, -0.039], [0.005, 0.014, 0.030], [0.227, -0.180, 0.065], [0.618, -0.764, -1.884], [-0.091, -0.098, -0.060], [0.045, 0.043, 0.039], [-0.068, -0.003, 0.024], [-0.020, -0.030, 0.033], [-0.017, 0.029, 0.054], [0.050, 0.034, 0.003], [0.013, -0.007, -0.010], [0.009, 0.016, 0.004], [-0.014, 0.006, -0.020], [0.009, 0.011, -0.031], [-0.035, 0.003, -0.006], [0.011, -0.024, 0.016], [0.007, -0.013, 0.005], [-0.015, -0.015, 0.022], [0.015, 0.021, 0.013], [0.035, -0.012, -0.007], [-0.030, -0.007, -0.010], [0.007, -0.024, 0.010], [0.014, 0.002, -0.007], [-0.006, -0.033, 0.017], [0.006, 0.001, 0.003], [0.017, 0.010, 0.004], [0.015, 0.008, 0.013], [0.037, -0.001, 0.040], [0.024, -0.030, 0.024], [-0.032, -0.022, -0.002], [-0.011, 0.037, 0.021], [0.012, -0.002, 0.031], [0.014, 0.008, -0.017], [0.004, -0.019, -0.007], [0.005, 0.006, 0.029], [0.001, -0.012, 0.007], [-0.018, 0.003, -0.001], [0.012, 0.014, -0.019], [-0.025, -0.005, -0.006], [0.008, -0.016, -0.008], [-0.004, -0.001, -0.050], [0.023, -0.044, 0.013], [0.014, 0.019, -0.021], [-0.007, 0.002, -0.010], [0.000, -0.025, -0.023], [-0.010, 0.010, -0.032], [-0.013, -0.004, 0.007], [0.019, 0.014, -0.004], [0.000, 0.007, -0.048], [-0.005, 0.030, -0.010], [0.005, 0.181, 0.187], [0.230, 0.018, 0.138], [0.040, -0.084, -0.091], [-0.410, -0.137, -0.215], [0.119, 0.079, -0.168], [0.038, 0.034, 0.239], [-0.097, 0.037, 0.094], [0.032, -0.027, -0.019], [-0.009, 0.004, 0.002], [-0.006, -0.017, -0.025], [-0.029, -0.006, 0.003], [0.003, -0.013, -0.008], [0.003, -0.117, -0.022], [0.013, 0.016, -0.038], [-0.010, -0.042, -0.005], [0.140, -0.077, 0.057], [-0.064, 0.122, -0.006], [0.074, 0.121, -0.086], [0.026, 0.001, -0.081], [-0.066, -0.055, -0.057], [-0.003, -0.007, 0.017], [0.001, -0.010, 0.002], [-0.006, 0.016, 0.000], [0.006, 0.009, -0.009], [0.019, 0.017, 0.000], [0.027, -0.003, 0.005], [0.009, 0.009, -0.011], [0.002, -0.011, 0.036], [0.053, 0.014, 0.001], [-0.136, -0.056, 0.111], [-0.019, 0.078, 0.045], [0.033, 0.009, -0.079], [0.073, 0.065, -0.116], [-0.042, -0.087, 0.040], [0.027, 0.052, -0.027], [-0.036, 0.081, 0.088], [-0.040, 0.054, 0.070], [0.120, -0.109, -0.163], [0.007, -0.440, 0.038], [0.006, -0.117, -0.048], [-0.005, 0.076, 0.043], [-0.007, -0.004, 0.014], [-0.002, -0.014, -0.010], [0.029, 0.047, -0.077], [-0.103, -0.030, -0.067], [-0.010, -0.097, 0.094], [-0.037, -0.023, -0.024], [0.036, 0.150, -0.023], [0.067, -0.109, 0.043], [-0.004, 0.026, -0.009], [-0.021, 0.063, -0.021], [-0.012, 0.013, -0.003], [-0.054, 0.137, 0.008], [0.080, 0.046, -0.012], [-0.098, -0.025, 0.250], [-0.021, 0.006, -0.007], [-0.012, 0.017, -0.030], [-0.014, 0.004, -0.005], [0.020, -0.020, 0.005], [0.024, 0.012, 0.014], [-0.011, 0.018, 0.020], [-0.067, 0.056, 0.008], [0.016, 0.003, -0.008], [-0.011, 0.000, -0.003], [-0.018, 0.014, -0.009], [0.032, -0.052, 0.020], [-0.072, -0.013, -0.074], [-0.085, -0.061, 0.000], [-0.085, 0.041, -0.232], [-0.025, 0.104, 0.028], [0.070, 0.081, 0.017], [-0.080, 0.016, 0.112], [0.066, -0.053, 0.023], [0.247, 0.012, 0.115], [0.002, 0.008, 0.003], [0.013, 0.002, 0.023], [-0.002, -0.032, 0.028], [0.006, 0.002, 0.008], [-0.020, 0.039, 0.003], [0.063, 0.048, 0.027], [-0.016, 0.000, 0.018], [0.016, -0.006, 0.020], [0.043, 0.005, -0.081], [-0.012, 0.014, 0.010], [-0.004, 0.004, 0.000], [-0.063, 0.015, -0.001], [-0.002, 0.005, -0.078]],
  "lowdin_charge": [1.1017, -0.0506, -0.5611, -0.0510, -0.0676, -0.1755, 0.0230, -0.1878, 0.0795, -0.1895, 0.0173, -0.1688, 0.0174, -0.0661, -0.2715, -0.0164, -0.5243, -0.0620, -0.0490, -0.0240, -0.5581, -0.0470, -0.0441, -0.0635, -0.3173, -0.4054, -0.0781, 0.0258, -0.5317, -0.0732, -0.0347, -0.0350, 0.0791, 0.0911, 0.0726, 0.0784, 0.0760, 0.0865, 0.0803, 0.0787, 0.0883, 0.1035, 0.1071, 0.0961, 0.0895, 0.0652, 0.0790, 0.0936, 0.0813, 0.0579, 0.0799, 0.0777, 0.0875, 0.0751, 0.0856, 0.0802, 0.0760, 0.0810, 0.0754, 0.0794, 0.0840, 0.0824, 0.0906, 0.0768, 0.0868, 0.0811, 0.0886, 0.0871, 0.0648, 0.0919, 0.0715, 0.0821, 0.0798, -1.0239, 0.4174, -0.0371, 0.0615, -0.2264, -0.2138, -0.0409, -0.0955, -0.1094, -0.0859, -0.0267, -0.2212, -0.0265, -0.0878, -0.0896, -0.1795, 0.1169, 0.0766, 0.0091, 0.1076, 0.0926, 0.0904, 0.0963, 0.1199, 0.1095, 0.1038, 0.1005, 0.1053, 0.4821, -0.7473, -0.1112, -0.2265, -0.2061, 0.1187, -0.2292, -0.1160, -0.7491, 0.4732, -0.2095, 0.1155, 0.0907, 0.0876, -0.0751, -0.0428, -0.5947, 0.0337, 0.0235, 0.0071, 0.0853, 0.0346, 0.0871, 0.0689, 0.0200, -0.0689, 0.6687, -0.6625, -0.1077, -0.0594, -0.1389, 0.0734, -0.1704, 0.1092, 0.1078, 0.1063, 0.1132, -0.0564, -0.1531, -0.1529, -0.1610, -0.0694, -0.0906, -0.0650, -0.1757, 0.1230, 0.1293, 0.0553, 0.1086, 0.1190, 0.0547, 0.1261, 0.1139, 0.1781, 0.1139, 0.1104, 0.0904, 0.0862],
  "relative_energy_kcal_mol": 6.10,
  "e_lumo_ev": 2.117,
  "total_charge": -2,
  "homo_ev": -1.5993
}